Entry w
Entry from OMol25: an isolated molecule of H4P4S (wB97M-V/def2-TZVPD).

As for the SMILES: PP(P)#P=S. The molar mass is 160.0 u. As for the HOMO energy: -8.474 eV. The value obtained for the LUMO energy is -1.83 eV.

Positions of all 9 atoms, in Å:
P1 0.32135 1.04462 1.26116
P2 0.40326 -0.54047 -0.24931
P3 -1.69688 -1.17422 -0.03665
P4 0.40313 0.39831 -2.21879
S1 1.46237 2.11290 -1.98824
H1 0.89557 2.06484 0.41562
H2 1.57496 0.47890 1.92522
H3 -1.44972 -1.72612 1.31635
H4 -1.91402 -2.65875 -0.42537

These are the Mulliken partial charges, in e, on atoms 1 to 5: P -0.094; P 0.032; P -0.183; P 0.190; S -0.303



Entry x
Entry from OMol25: an isolated molecule of H4P4S (wB97M-V/def2-TZVPD).

As for the SMILES: PP(P)#P=S. The molar mass is 160.0 u. As for the HOMO energy (spin up / spin down): -8.395 / -8.396 eV. The value obtained for the LUMO energy (spin up / spin down) is -2.07 / -2.07 eV.

Positions of all 9 atoms, in Å:
P1 -1.23583 -0.17152 -1.08221
P2 0.07515 0.76004 0.39282
P3 -0.03228 -0.74502 2.01322
P4 2.08013 1.28188 -0.06533
S1 1.95731 1.36180 -2.38707
H1 -0.59067 -1.60734 -0.86848
H2 -0.30242 0.13467 -1.98077
H3 -1.12556 -1.13697 1.27819
H4 -0.82585 0.12247 2.69964

These are the Mulliken partial charges, in e, on atoms 1 to 5: P -0.069; P 0.118; P -0.063; P 0.140; S -0.391



According to the calculations, the structures order from most to least stable as entry w, entry x.



Entry w
Entry from OMol25: an isolated molecule of C6H9ClN2 (wB97M-V/def2-TZVPD).

As for the SMILES: C\C=C/C=C\C(Cl)=N\N. The molar mass is 144.6 u. As for the HOMO energy: -7.789 eV. The value obtained for the LUMO energy is 0.51 eV.

Positions of all 18 atoms, in Å:
C1 0.55408 -0.09199 1.88452
C2 1.30540 0.31194 0.62054
C3 1.75396 -0.34039 -0.50517
C4 1.01651 -1.44494 -1.12907
C5 -0.31839 -1.37427 -0.80913
C6 -0.91883 -0.09741 -0.32575
Cl1 -2.34672 -0.52491 0.66959
N1 -0.85272 1.00002 -0.86034
N2 -1.69801 2.00549 -1.00061
H1 1.07756 0.57598 2.66731
H2 0.67287 -1.13844 2.06201
H3 -0.49620 -0.12182 1.95923
H4 1.66663 1.34219 0.77116
H5 2.42552 0.14935 -1.21443
H6 1.61086 -2.21392 -1.65411
H7 -1.11941 -2.20499 -0.87010
H8 -2.52683 2.10677 -0.29873
H9 -1.80629 2.06134 -1.96691

These are the Mulliken partial charges, in e, on atoms 1 to 5: C -0.995; C -0.072; C -0.442; C -0.398; C -0.300



Entry x
Entry from OMol25: an isolated molecule of C6H9ClN2 (wB97M-V/def2-TZVPD).

As for the SMILES: NN[C@@]1(Cl)C=CC=CC1. The molar mass is 144.6 u. As for the HOMO energy: -8.671 eV. The value obtained for the LUMO energy is 0.90 eV.

Positions of all 18 atoms, in Å:
N1 2.84836 -0.35530 0.76467
N2 1.44609 -0.36440 1.05345
C1 0.46819 0.36599 0.33110
Cl1 0.94849 2.06961 -0.03040
C2 0.27744 -0.31064 -1.19142
C3 -0.86882 -0.56720 -1.71302
C4 -2.08044 -0.34801 -1.04172
C5 -2.10567 0.01227 0.23312
C6 -0.83115 0.37072 0.99171
H1 3.15485 -0.61628 -0.19275
H2 3.08873 0.62976 0.72292
H3 1.35277 -0.24698 2.00932
H4 1.17453 -0.37827 -1.75159
H5 -0.94693 -0.88440 -2.84229
H6 -2.93274 -0.64081 -1.60979
H7 -2.98908 0.04590 0.87921
H8 -1.00091 1.39357 1.46937
H9 -1.00371 -0.17551 1.91810

These are the Mulliken partial charges, in e, on atoms 1 to 5: N -0.716; N -0.165; C 1.240; Cl -0.221; C -0.739



According to the calculations, the structures order from most to least stable as entry x, entry w.



Entry w
Entry from OMol25: a cluster of 7 separate species, C21H56O21S7 in total (wB97M-V/def2-TZVPD).

As for the SMILES: CCOS(C)(=O)=O.CCOS(C)(=O)=O.CCOS(C)(=O)=O.CCOS(C)(=O)=O.CCOS(C)(=O)=O.CCOS(C)(=O)=O.CCOS(C)(=O)=O. The molar mass is 869.1 u. As for the HOMO energy: -10.976 eV. The value obtained for the LUMO energy is -0.13 eV.

Positions of all 105 atoms, in Å:
C1 -3.72963 -14.83912 -1.78084
C2 -2.31547 -14.96054 -1.43777
O1 -2.25567 -14.56560 -0.08572
S1 -0.89580 -13.78750 0.47267
C3 0.26676 -15.27123 0.45300
O2 -0.50396 -12.71137 -0.51819
O3 -1.08898 -13.47576 1.88266
H1 -4.09813 -13.81337 -1.76800
H2 -4.21921 -15.54495 -1.10984
H3 -3.85792 -15.22790 -2.79102
H4 -2.14536 -16.03520 -1.50313
H5 -1.60891 -14.41141 -2.06014
H6 0.50788 -15.70569 -0.51717
H7 -0.13693 -16.01532 1.13962
H8 1.22120 -14.90553 0.83169
C4 -7.17852 -19.26752 5.18914
C5 -6.03097 -20.33379 5.34526
O4 -5.26914 -20.12975 6.55482
S2 -5.33836 -21.22546 7.79108
C6 -7.04482 -20.81540 8.28713
O5 -5.36076 -22.56820 7.18963
O6 -4.47278 -20.87586 8.89052
H9 -7.91111 -19.66771 4.48823
H10 -6.79585 -18.29460 4.88076
H11 -7.74441 -19.08091 6.10184
H12 -6.39199 -21.35563 5.22851
H13 -5.44810 -20.10474 4.45313
H14 -7.62674 -20.86498 7.36680
H15 -6.94236 -19.75366 8.51146
H16 -7.38341 -21.36009 9.16847
C7 -10.99412 -22.65326 3.14984
C8 -9.51247 -22.68579 2.84737
O7 -9.23065 -21.41334 2.35010
S3 -7.72436 -21.06474 1.64622
C9 -8.03262 -21.69938 -0.00011
O8 -7.54932 -19.59049 1.65182
O9 -6.79331 -22.03010 2.18231
H17 -11.56154 -22.01124 2.47609
H18 -11.01655 -21.92734 3.96265
H19 -11.33073 -23.60675 3.55684
H20 -8.86280 -22.92420 3.68951
H21 -9.28848 -23.47059 2.12485
H22 -7.12810 -21.70739 -0.60830
H23 -8.74505 -20.95800 -0.36191
H24 -8.60850 -22.61525 -0.13293
C10 -3.35023 -17.10235 -8.47876
C11 -3.00033 -17.90815 -7.20395
O10 -1.75117 -17.70062 -6.57104
S4 -1.53166 -16.30137 -5.69813
C12 0.28497 -16.73432 -5.30180
O11 -1.70147 -15.13961 -6.51036
O12 -2.20271 -16.46028 -4.43448
H25 -3.64406 -17.68818 -9.34973
H26 -2.39677 -16.64226 -8.73830
H27 -4.04954 -16.29847 -8.24890
H28 -3.72516 -17.92507 -6.39004
H29 -2.80925 -18.89918 -7.61559
H30 0.87880 -15.83561 -5.13516
H31 0.71863 -17.08219 -6.23937
H32 0.31041 -17.43857 -4.47024
C13 -5.04003 -15.74742 2.14180
C14 -3.85929 -16.04118 3.01939
O13 -4.38722 -16.60825 4.19235
S5 -4.16060 -15.82966 5.63132
C15 -2.36742 -16.36336 5.98573
O14 -4.14531 -14.38490 5.36363
O15 -4.93838 -16.44315 6.70744
H33 -4.70176 -15.42402 1.15737
H34 -5.65683 -15.03511 2.68980
H35 -5.66013 -16.61535 1.91760
H36 -3.10553 -16.70325 2.59324
H37 -3.31383 -15.13610 3.28662
H38 -2.19920 -16.32683 7.06206
H39 -1.82361 -15.50910 5.58248
H40 -2.14247 -17.35515 5.59350
C16 -4.16246 -19.43656 1.71285
C17 -4.29562 -18.90076 0.27873
O16 -4.05338 -19.95428 -0.58951
S6 -4.69246 -20.01755 -2.08509
C18 -3.55789 -18.79653 -2.90677
O17 -4.47162 -21.37425 -2.61846
O18 -6.00037 -19.47103 -2.02551
H41 -4.25644 -18.70122 2.51193
H42 -3.23130 -19.99475 1.81015
H43 -4.93987 -20.14716 1.99356
H44 -5.36965 -18.79558 0.12542
H45 -3.66926 -18.01103 0.21447
H46 -3.53687 -19.05996 -3.96426
H47 -2.59923 -18.61642 -2.42033
H48 -4.16345 -17.89032 -2.92055
C19 -6.06599 -24.82045 0.41224
C20 -5.14449 -24.94390 -0.79535
O19 -5.77179 -25.90549 -1.65886
S7 -5.02474 -27.40020 -1.85755
C21 -5.20167 -28.09906 -0.10213
O20 -5.76179 -28.20097 -2.80917
O21 -3.59686 -27.19495 -2.06986
H49 -5.42713 -24.60113 1.26773
H50 -6.53645 -25.79983 0.49931
H51 -6.75645 -24.00632 0.19195
H52 -5.02905 -24.02326 -1.36734
H53 -4.13721 -25.29285 -0.56796
H54 -4.88557 -27.27387 0.53602
H55 -4.60236 -29.00477 -0.19495
H56 -6.21581 -28.43492 0.11429

These are the Mulliken partial charges, in e, on atoms 1 to 5: C -1.056; C -0.124; O -0.208; S 1.041; C -0.891



Entry x
Entry from OMol25: a cluster of 7 separate species, C21H56O21S7 in total (wB97M-V/def2-TZVPD).

As for the SMILES: CCOS(C)(=O)=O.CCOS(C)(=O)=O.CCOS(C)(=O)=O.CCOS(C)(=O)=O.CCOS(C)(=O)=O.CCOS(C)(=O)=O.CCOS(C)(=O)=O. The molar mass is 869.1 u. As for the HOMO energy: -10.784 eV. The value obtained for the LUMO energy is 0.09 eV.

Positions of all 105 atoms, in Å:
C1 -7.80596 -0.82988 -3.70879
C2 -7.85852 0.52243 -2.99560
O1 -6.54195 1.04928 -2.95079
S1 -6.22843 2.32381 -1.98820
C3 -7.15629 3.62473 -2.85601
O2 -6.80078 2.10374 -0.69734
O3 -4.82286 2.62274 -2.06251
H1 -8.77043 -1.19141 -4.04598
H2 -7.36291 -1.52973 -2.99931
H3 -7.07671 -0.72255 -4.51246
H4 -8.58751 1.20613 -3.44440
H5 -8.22278 0.39854 -1.96955
H6 -6.90982 4.60718 -2.46007
H7 -8.20651 3.45301 -2.61659
H8 -7.03224 3.60691 -3.93481
C4 1.86686 -4.68791 -0.32893
C5 2.27803 -4.24809 -1.73502
O4 3.64987 -3.82764 -1.72664
S2 4.33780 -3.64926 -3.16446
C6 4.63034 -5.39968 -3.54527
O5 3.36004 -3.12077 -4.08484
O6 5.59574 -2.98386 -2.97520
H9 2.57840 -5.40053 0.09411
H10 0.98149 -5.31970 -0.45815
H11 1.60039 -3.88791 0.35298
H12 1.93960 -4.88653 -2.54627
H13 1.66453 -3.34602 -1.84295
H14 5.30366 -5.46339 -4.39867
H15 3.69089 -5.89933 -3.75943
H16 5.15627 -5.85337 -2.70837
C7 0.27552 1.60027 5.70415
C8 1.08763 1.37308 4.45603
O7 2.15216 0.46850 4.75079
S3 3.30070 0.33019 3.61626
C9 4.19545 1.86133 3.90468
O8 4.11362 -0.80325 3.95306
O9 2.63451 0.37932 2.32630
H17 -0.37359 0.76716 5.97081
H18 -0.43384 2.42367 5.56445
H19 0.81376 1.97186 6.57941
H20 0.39469 0.98069 3.71351
H21 1.51794 2.31057 4.09054
H22 5.25821 1.66035 4.01045
H23 3.82006 2.23708 4.85559
H24 4.02450 2.64844 3.17319
C10 -0.68072 -1.69089 4.18759
C11 -1.35492 -2.93713 3.58378
O10 -0.87317 -4.10201 4.20568
S4 -1.23033 -5.55924 3.63586
C12 -0.58481 -5.55304 1.94862
O11 -0.47967 -6.54671 4.38923
O12 -2.65869 -5.62269 3.59213
H25 -0.31445 -1.89471 5.19406
H26 -1.40982 -0.89082 4.30584
H27 0.14971 -1.39405 3.55150
H28 -2.43744 -2.80677 3.66657
H29 -1.15865 -2.93067 2.50502
H30 -1.24093 -4.96572 1.31586
H31 -0.63852 -6.60999 1.69144
H32 0.45815 -5.25976 2.01366
C13 0.26565 -1.01031 0.33117
C14 -0.09672 0.44868 0.51334
O13 -1.21754 0.56369 1.41335
S5 -1.57454 2.06112 1.95185
C15 -3.01905 2.41161 0.95348
O14 -1.94148 1.87501 3.34559
O15 -0.49479 2.94531 1.58360
H33 0.32194 -1.44110 1.33013
H34 1.23589 -1.15840 -0.13705
H35 -0.52893 -1.42226 -0.30009
H36 0.75862 0.90822 1.01907
H37 -0.28251 1.00605 -0.40665
H38 -3.39496 3.37070 1.30505
H39 -3.74550 1.63199 1.17231
H40 -2.79057 2.42913 -0.10826
C16 1.51470 3.48502 -0.78085
C17 2.00431 4.65586 0.04693
O16 1.80463 4.38012 1.43595
S6 2.10210 5.50338 2.52456
C18 0.51139 5.43526 3.39480
O17 3.18983 5.06379 3.35908
O18 2.19162 6.78676 1.88633
H41 1.87989 2.51825 -0.43272
H42 2.00664 3.61428 -1.74706
H43 0.43152 3.45324 -0.84833
H44 3.03594 4.87246 -0.23783
H45 1.41585 5.54131 -0.20956
H46 0.33308 6.38528 3.89022
H47 0.44392 4.59000 4.07108
H48 -0.16521 5.34147 2.54825
C19 4.07858 0.08108 -6.62219
C20 3.62935 0.09343 -5.16365
O19 2.25051 0.51818 -5.23630
S7 1.39276 0.62568 -3.87537
C21 0.63815 -1.01788 -3.82264
O20 2.29742 0.81533 -2.78804
O21 0.32047 1.53746 -4.13077
H49 3.40366 -0.48787 -7.26000
H50 5.12912 -0.18219 -6.69170
H51 3.85867 1.09519 -6.97419
H52 3.73797 -0.90400 -4.73039
H53 4.15192 0.79258 -4.51149
H54 1.30587 -1.79424 -4.18494
H55 -0.24504 -0.97190 -4.45754
H56 0.27759 -1.16277 -2.80505

These are the Mulliken partial charges, in e, on atoms 1 to 5: C -1.173; C -0.244; O -0.270; S 1.200; C -1.031



According to the calculations, the structures order from most to least stable as entry x, entry w.



Entry w
Entry from OMol25: a cluster of 2 separate species, C2H4NP in total (wB97M-V/def2-TZVPD).

The molar mass is 73.0 u. As for the HOMO energy (spin up / spin down): -8.149 / -8.145 eV. The value obtained for the LUMO energy (spin up / spin down) is 0.10 / 0.10 eV.

Positions of all 8 atoms, in Å:
C1 -1.67516 -1.03960 -1.47851
C2 0.46677 0.14640 0.72000
N1 -2.44771 -0.97553 -0.50710
P1 -0.89603 -1.95148 -0.15252
H1 -1.62527 -0.75034 -2.58378
H2 -0.33609 0.78023 0.73490
H3 1.22490 -0.06429 0.01639
H4 0.71595 0.16683 1.75606

These are the Mulliken partial charges, in e, on atoms 1 to 5: C 0.104; C -1.107; N -0.359; P 0.090; H 0.286



Entry x
Entry from OMol25: a structure of composition C2H4NP (wB97M-V/def2-TZVPD).

The molar mass is 73.0 u. As for the HOMO energy: -8.713 eV. The value obtained for the LUMO energy is -0.18 eV.

Positions of all 8 atoms, in Å:
C1 -0.29909 -0.37155 0.06619
C2 0.58109 0.50529 0.86113
N1 -0.69898 -1.53593 0.07355
P1 -1.33527 -0.12355 -1.54466
H1 0.34749 0.22531 1.81929
H2 0.18224 1.57520 0.70517
H3 1.51021 0.45478 0.45662
H4 -0.28768 -0.72955 -2.43728

These are the Mulliken partial charges, in e, on atoms 1 to 5: C 0.441; C -0.884; N -0.468; P -0.018; H 0.315



According to the calculations, the structures order from most to least stable as entry x, entry w.